Record 1
{
  "formula": "C14H40O6",
  "method": "ωB97M-V/def2-TZVPD",
  "gap_ev": 10.27,
  "lumo_energy_ev": 0.4463,
  "charge": 0,
  "largest_force_ha_per_bohr": 0.0212,
  "energy_ev": -27450.8406,
  "de_lowest_kj_mol": 121.9,
  "spin_multiplicity": 1,
  "smiles": "CC(C)O.CC(C)O.CCO.CCO.CCO.CCO",
  "species": ["C", "C", "C", "O", "H", "H", "H", "H", "H", "H", "H", "H", "C", "C", "C", "O", "H", "H", "H", "H", "H", "H", "H", "H", "C", "C", "O", "H", "H", "H", "H", "H", "H", "C", "C", "O", "H", "H", "H", "H", "H", "H", "C", "C", "O", "H", "H", "H", "H", "H", "H", "C", "C", "O", "H", "H", "H", "H", "H", "H"],
  "coordinates": [[17.357, 4.554, 12.686], [18.273, 4.779, 11.513], [19.709, 4.428, 11.827], [17.910, 3.975, 10.392], [17.692, 5.176, 13.521], [17.467, 3.522, 13.047], [16.298, 4.725, 12.493], [18.274, 5.845, 11.236], [20.177, 5.045, 12.594], [20.304, 4.526, 10.915], [19.807, 3.391, 12.165], [16.994, 4.157, 10.157], [13.944, 7.714, 11.404], [13.719, 6.219, 11.341], [14.505, 5.622, 10.191], [14.113, 5.658, 12.585], [13.576, 8.175, 10.479], [15.020, 7.906, 11.432], [13.449, 8.210, 12.233], [12.642, 6.038, 11.215], [14.493, 4.531, 10.243], [15.527, 5.999, 10.201], [14.013, 5.910, 9.257], [13.529, 4.920, 12.815], [16.976, -0.192, 13.336], [16.859, 0.484, 11.970], [18.092, 1.098, 11.648], [17.944, -0.684, 13.448], [16.213, -0.966, 13.439], [16.889, 0.521, 14.157], [16.034, 1.205, 12.013], [16.627, -0.279, 11.216], [17.924, 1.803, 11.011], [14.145, 1.980, 14.217], [13.044, 2.066, 13.212], [12.582, 3.424, 13.144], [14.957, 2.695, 14.103], [14.601, 0.984, 14.164], [13.736, 2.060, 15.224], [12.200, 1.447, 13.546], [13.312, 1.679, 12.223], [11.794, 3.474, 12.586], [11.082, 1.831, 9.888], [10.936, 3.336, 9.798], [10.486, 3.832, 11.071], [11.999, 1.467, 9.422], [10.296, 1.313, 9.331], [11.029, 1.488, 10.919], [10.219, 3.607, 9.018], [11.885, 3.809, 9.522], [10.072, 4.690, 10.945], [15.799, 4.878, 16.614], [16.499, 5.728, 17.637], [17.604, 5.019, 18.161], [14.904, 5.364, 16.227], [15.458, 3.929, 17.043], [16.463, 4.611, 15.790], [15.794, 6.055, 18.411], [16.836, 6.659, 17.153], [17.854, 5.440, 18.987]],
  "forces_ev_per_a": [[0.167, -0.508, 0.681], [0.298, 0.388, 0.242], [0.601, -0.498, -0.169], [-0.165, -0.271, -0.266], [-0.237, 0.169, -0.074], [0.002, 0.011, -0.199], [0.053, 0.268, -0.081], [-0.278, -0.104, -0.153], [-0.301, 0.220, 0.002], [0.000, 0.024, 0.066], [-0.194, 0.020, -0.078], [0.009, 0.096, 0.077], [0.148, 0.285, -0.710], [-0.295, 0.079, 0.766], [-0.541, -0.116, -0.256], [0.248, 0.324, 0.017], [0.026, -0.022, 0.080], [-0.050, 0.091, 0.242], [0.001, -0.190, 0.188], [0.069, -0.106, -0.202], [0.088, -0.033, 0.047], [0.081, -0.070, -0.047], [0.275, 0.013, -0.100], [0.051, -0.260, -0.031], [0.174, -0.049, -0.143], [0.063, -0.503, 0.432], [-0.094, 0.224, 0.060], [-0.002, 0.025, -0.194], [-0.091, 0.111, 0.093], [-0.043, 0.015, -0.070], [0.059, 0.060, -0.182], [-0.125, 0.086, 0.000], [0.172, 0.191, -0.003], [0.457, -0.831, 0.538], [-0.875, 0.320, -0.156], [0.110, -0.202, -0.067], [-0.166, 0.221, -0.244], [-0.084, 0.125, -0.025], [0.047, 0.246, 0.007], [0.119, -0.058, 0.022], [0.280, 0.259, -0.024], [-0.128, -0.007, -0.147], [-0.148, -0.563, -0.562], [0.055, 0.222, -0.039], [0.036, -0.117, -0.139], [0.155, 0.181, 0.246], [-0.151, 0.142, 0.241], [0.134, 0.064, 0.045], [-0.050, 0.002, 0.084], [0.006, 0.008, 0.186], [0.047, 0.033, 0.042], [-0.314, -0.729, -0.063], [-0.234, 0.744, -0.405], [-0.012, -0.074, 0.278], [0.137, 0.193, -0.137], [0.120, 0.125, 0.153], [-0.009, 0.199, -0.040], [0.084, -0.293, 0.136], [0.071, -0.134, 0.040], [0.146, -0.051, -0.006]]
}

---

Record 2
{
  "formula": "C14H41IN3O5",
  "method": "ωB97M-V/def2-TZVPD",
  "gap_ev": [9.00, 4.71],
  "lumo_energy_ev": [0.2684, -4.0171],
  "charge": 0,
  "largest_force_ha_per_bohr": 0.0506,
  "energy_ev": -37986.2617,
  "spin_multiplicity": 2,
  "species": ["I", "C", "O", "H", "H", "H", "H", "C", "O", "H", "H", "H", "H", "C", "C", "C", "O", "C", "N", "H", "H", "H", "H", "H", "H", "H", "H", "H", "H", "H", "C", "C", "C", "O", "C", "N", "H", "H", "H", "H", "H", "H", "H", "H", "H", "H", "H", "C", "C", "C", "O", "C", "N", "H", "H", "H", "H", "H", "H", "H", "H", "H", "H", "H"],
  "coordinates": [[-1.374, -1.017, -0.983], [-5.407, -2.333, -0.473], [-4.986, -0.993, -0.391], [-6.251, -2.562, -1.125], [-4.622, -2.903, -0.970], [-5.663, -2.756, 0.498], [-4.059, -0.867, -0.609], [-2.831, 1.969, -3.058], [-2.643, 2.201, -1.657], [-3.504, 2.646, -3.584], [-1.903, 2.145, -3.603], [-3.115, 0.944, -3.293], [-2.132, 1.477, -1.288], [3.300, 1.165, 1.861], [1.841, 0.820, 2.168], [0.867, 1.887, 1.731], [-0.479, 1.436, 1.813], [-1.441, 2.381, 1.302], [1.573, -0.452, 1.476], [3.555, 1.989, 2.528], [3.506, 1.551, 0.863], [3.968, 0.330, 2.072], [1.616, 0.660, 3.223], [1.090, 2.220, 0.717], [0.953, 2.734, 2.411], [-1.024, 2.808, 0.390], [-1.583, 3.129, 2.082], [-2.391, 1.873, 1.135], [2.434, -0.594, 0.968], [0.968, -0.239, 0.696], [1.163, -5.541, 1.416], [0.160, -4.467, 0.935], [-0.995, -4.251, 1.879], [-0.413, -3.817, 3.088], [-0.836, -4.546, 4.246], [0.897, -3.193, 0.874], [1.376, -5.396, 2.475], [2.122, -5.480, 0.902], [0.829, -6.574, 1.325], [-0.218, -4.773, -0.040], [-1.683, -5.090, 1.981], [-1.593, -3.444, 1.455], [-0.648, -4.081, 5.213], [-0.370, -5.529, 4.174], [-1.909, -4.726, 4.173], [0.625, -2.696, 0.038], [1.761, -3.490, 0.444], [3.217, 2.466, -3.370], [2.191, 2.181, -2.263], [1.239, 3.394, -2.114], [1.879, 4.646, -1.593], [0.989, 5.730, -1.841], [1.471, 0.960, -2.523], [4.095, 1.823, -3.312], [3.495, 3.516, -3.289], [2.843, 2.327, -4.385], [2.724, 2.150, -1.313], [0.537, 3.000, -1.378], [0.664, 3.527, -3.030], [1.397, 6.627, -1.374], [0.072, 5.463, -1.317], [0.858, 5.875, -2.914], [1.160, 0.963, -3.484], [0.637, 0.796, -1.977]],
  "forces_ev_per_a": [[0.002, -0.139, 0.097], [0.890, -0.788, -0.555], [-1.031, 0.654, 0.113], [-0.413, 0.953, -0.097], [0.257, -0.463, 0.435], [0.290, 0.085, 0.153], [-0.084, -0.423, -0.013], [1.041, -0.224, -0.272], [-0.767, 0.601, -0.852], [-0.500, 0.124, 0.941], [0.466, -0.087, 0.051], [-0.305, -0.113, 0.195], [0.026, -0.111, -0.118], [-0.244, 1.287, 1.389], [-0.324, -0.793, -0.827], [-0.506, 0.584, 0.318], [-0.261, -0.636, -0.493], [1.158, -0.515, 0.813], [0.281, 0.513, -0.495], [0.512, 0.069, 0.126], [-0.432, -0.283, -0.242], [-0.122, -0.016, 0.063], [0.567, -0.012, 0.261], [0.069, 0.108, -0.337], [0.274, 0.428, -0.032], [-0.400, 0.276, -0.123], [-0.129, 0.411, -0.227], [0.189, -0.078, -0.107], [0.234, -0.838, -0.037], [-0.763, -0.111, -0.039], [-0.276, -0.042, 0.500], [0.624, -0.798, -0.156], [0.324, 0.417, 0.114], [-0.548, 0.244, 1.506], [-0.480, -0.604, -1.306], [0.563, -0.739, -1.230], [0.045, 0.199, 0.021], [-0.067, 0.122, -0.203], [-0.347, 0.056, -0.216], [-0.215, -0.055, -0.245], [0.244, -0.392, 0.178], [-0.210, 0.317, 0.055], [0.439, 0.388, -0.457], [0.163, -0.225, 0.497], [-0.261, 0.056, 0.200], [-1.089, 0.588, 0.043], [1.085, -0.026, 0.636], [0.043, -0.060, 0.201], [0.510, 1.691, -0.470], [0.659, 0.110, 1.127], [-0.661, -2.079, -1.417], [0.293, -0.600, 0.752], [0.032, -0.371, -0.381], [0.052, 0.091, 0.226], [0.304, -0.079, 0.041], [-0.486, -0.051, 0.012], [0.094, -0.397, 0.100], [-0.476, 0.589, 0.340], [0.185, 0.521, -0.273], [0.123, -0.062, -0.130], [-0.522, 0.433, -0.343], [-0.250, 0.119, -0.013], [0.042, -0.097, -0.244], [0.087, 0.274, 0.444]]
}

---

Record 3
{
  "formula": "C14H41NO17PS5Si2",
  "method": "ωB97M-V/def2-TZVPD",
  "gap_ev": 4.90,
  "lumo_energy_ev": 1.2707,
  "charge": -1,
  "largest_force_ha_per_bohr": 0.0120,
  "energy_ev": -130705.1583,
  "spin_multiplicity": 1,
  "species": ["N", "C", "Si", "O", "Si", "P", "O", "O", "S", "C", "O", "O", "H", "H", "H", "H", "H", "H", "H", "H", "H", "O", "S", "O", "O", "C", "C", "C", "H", "H", "H", "H", "H", "H", "H", "H", "O", "S", "O", "O", "C", "C", "C", "H", "H", "H", "H", "H", "H", "H", "H", "O", "S", "O", "O", "C", "C", "C", "H", "H", "H", "H", "H", "H", "H", "H", "O", "S", "O", "O", "C", "C", "C", "H", "H", "H", "H", "H", "H", "H", "H"],
  "coordinates": [[-3.145, 8.697, -4.366], [-4.357, 8.092, -3.760], [-4.302, 8.085, -1.873], [-4.601, 6.487, -1.364], [-3.610, 5.238, -1.140], [-2.923, 4.313, -3.103], [-4.270, 3.897, -3.886], [-2.359, 2.847, -2.654], [-1.633, 5.283, -4.166], [-5.623, 9.242, -1.104], [-5.454, 9.546, 0.095], [-6.521, 9.573, -1.914], [-2.915, 8.236, -5.236], [-3.333, 9.664, -4.595], [-5.272, 8.632, -4.019], [-4.477, 7.071, -4.127], [-2.910, 8.395, -1.440], [-4.337, 4.131, -0.480], [-2.373, 5.530, -0.391], [-4.171, 4.105, -4.821], [-1.395, 2.922, -2.599], [2.754, 0.734, -3.674], [1.774, 0.921, -2.647], [1.412, 2.248, -2.254], [2.216, 0.087, -1.369], [3.557, 0.315, -0.862], [3.684, 1.616, -0.101], [0.313, 0.019, -3.022], [4.254, 0.259, -1.698], [3.729, -0.542, -0.214], [3.554, 2.478, -0.753], [4.677, 1.665, 0.348], [2.938, 1.673, 0.690], [0.585, -0.996, -3.299], [-0.157, 0.537, -3.855], [-0.339, 0.034, -2.152], [-4.109, 3.124, 2.274], [-4.191, 2.017, 3.173], [-3.402, 2.019, 4.368], [-3.920, 0.686, 2.351], [-2.789, 0.701, 1.435], [-1.456, 0.603, 2.136], [-5.868, 1.697, 3.591], [-2.868, 1.596, 0.816], [-2.969, -0.166, 0.802], [-1.251, 1.493, 2.730], [-0.670, 0.500, 1.387], [-1.426, -0.266, 2.790], [-6.457, 1.675, 2.678], [-6.183, 2.517, 4.232], [-5.921, 0.752, 4.125], [-0.689, -2.558, 2.869], [-0.487, -3.667, 3.753], [0.517, -3.568, 4.767], [-0.250, -4.972, 2.885], [0.732, -4.889, 1.816], [2.155, -4.882, 2.321], [-2.011, -4.143, 4.484], [0.511, -4.008, 1.214], [0.525, -5.771, 1.214], [2.375, -3.977, 2.885], [2.838, -4.938, 1.472], [2.335, -5.737, 2.974], [-2.762, -4.233, 3.705], [-2.273, -3.349, 5.182], [-1.866, -5.082, 5.011], [5.308, -8.643, -0.352], [5.544, -7.388, 0.298], [4.717, -6.268, -0.034], [7.069, -6.999, 0.121], [7.610, -7.015, -1.229], [7.174, -5.825, -2.052], [5.559, -7.598, 2.042], [7.335, -7.961, -1.695], [8.686, -7.014, -1.066], [6.105, -5.845, -2.253], [7.707, -5.842, -3.003], [7.407, -4.895, -1.536], [6.206, -8.434, 2.291], [4.530, -7.805, 2.332], [5.903, -6.675, 2.501]],
  "forces_ev_per_a": [[-0.061, 0.055, -0.057], [0.067, -0.014, -0.009], [-0.106, 0.296, 0.209], [0.350, -0.038, -0.155], [-0.503, -0.132, 0.331], [0.186, 0.118, 0.076], [0.022, -0.039, 0.149], [0.059, 0.022, 0.072], [-0.090, -0.031, -0.083], [0.167, -0.080, -0.055], [-0.113, -0.004, -0.038], [-0.111, 0.091, 0.059], [-0.008, -0.022, 0.000], [0.041, 0.041, 0.030], [-0.077, -0.028, -0.096], [0.035, -0.069, 0.003], [0.026, -0.148, -0.015], [0.033, -0.012, -0.055], [0.091, 0.016, -0.131], [-0.003, 0.022, -0.174], [0.098, -0.076, -0.031], [0.009, 0.040, -0.009], [-0.035, -0.078, 0.040], [-0.059, 0.042, -0.031], [-0.073, 0.049, 0.038], [0.125, -0.067, 0.009], [-0.069, 0.017, -0.012], [-0.009, -0.013, -0.036], [-0.025, 0.020, -0.021], [-0.018, 0.002, 0.006], [0.011, -0.008, -0.011], [0.000, -0.001, 0.013], [0.017, -0.010, 0.016], [0.001, -0.001, 0.002], [-0.007, -0.006, 0.000], [-0.005, 0.014, 0.000], [0.014, 0.112, 0.061], [0.054, -0.035, -0.128], [-0.047, -0.044, 0.029], [0.079, -0.072, 0.154], [0.005, 0.010, -0.279], [-0.067, 0.070, 0.151], [-0.032, 0.039, 0.011], [-0.006, 0.017, 0.030], [-0.012, -0.021, 0.036], [-0.013, 0.020, -0.036], [0.011, -0.013, -0.012], [0.035, -0.005, -0.041], [0.002, -0.001, -0.004], [-0.007, -0.002, -0.004], [0.005, 0.002, 0.006], [0.016, -0.041, -0.009], [0.021, 0.052, -0.039], [-0.020, -0.041, 0.030], [0.058, -0.050, 0.071], [0.004, 0.008, -0.234], [0.060, 0.022, 0.099], [-0.028, 0.017, 0.020], [-0.017, 0.030, 0.047], [0.000, -0.024, 0.039], [-0.020, 0.006, -0.010], [-0.017, -0.041, -0.020], [-0.004, -0.015, -0.021], [0.001, -0.002, -0.003], [-0.005, 0.001, -0.004], [0.003, 0.004, 0.007], [-0.031, -0.003, -0.010], [0.048, -0.002, -0.008], [-0.063, 0.016, 0.016], [-0.024, 0.090, 0.018], [0.094, -0.094, -0.085], [-0.041, 0.021, 0.057], [-0.008, -0.016, 0.025], [-0.037, 0.004, 0.016], [-0.004, 0.014, 0.015], [0.004, -0.016, -0.005], [0.006, 0.011, -0.003], [0.019, 0.002, -0.015], [0.002, 0.001, 0.001], [0.002, -0.005, 0.002], [-0.008, 0.006, -0.004]]
}